Computed, not measured: a 2-piece molecular cluster, C5H8NO2 overall in a non-equilibrium geometry, with wB97M-V/def2-TZVPD.

```
! wB97M-V def2-TZVPD RIJCOSX def2/J DEFGRID3
* xyz 1 1
C -0.978 -0.843 1.109
C -0.822 0.483 0.951
C -1.071 -1.768 0.024
C -0.558 1.030 -0.346
C -1.091 -1.367 -1.265
N 1.902 0.767 0.003
O -0.700 0.331 -1.350
O -1.033 -1.919 -2.362
H -1.104 -1.310 2.062
H -0.856 1.158 1.840
H -1.271 -2.821 0.270
H -0.129 2.083 -0.348
H 1.884 -0.124 -0.418
H 2.576 0.793 0.773
H 2.153 1.525 -0.609
H -1.631 -1.633 -3.088
*
```

Calculated values
* energy relative to the best compared isomer or geometry (same formula, charge and spin): 49.03 kcal/mol
* DFT total energy: -10890.3817 eV
* gap between HOMO and LUMO: 8.666 eV

Here are the Löwdin charges for atoms 1 to 8, given in e: atom 1 (C): -0.027, atom 2 (C): -0.038, atom 3 (C): 0.032, atom 4 (C): -0.165, atom 5 (C): -0.159, atom 6 (N): 0.069, atom 7 (O): 0.105, atom 8 (O): 0.236